Entry 1:
Here is a structure of composition C4H6O3S from the OMol25 dataset. Energies are from the ωB97M-V functional and the def2-TZVPD basis.

Each line ends with the Mulliken charge.
CARTESIAN COORDINATES (ANGSTROEM)
S (-0.88, -0.96, 0.06)  1.0383
O (-1.66, 2.56, 0.54)  -0.4632
O (-1.75, -1.59, 1.01)  -0.6336
O (-1.28, -1.08, -1.36)  -0.6068
C (1.12, 0.09, -0.20)  -0.8687
C (-0.16, 0.75, 0.43)  0.0571
C (-0.87, 1.89, -0.13)  -0.1094
C (0.88, -1.41, 0.16)  -0.4814
H (1.94, 0.67, 0.05)  0.5113
H (-0.67, 2.15, -1.27)  0.2666
H (1.17, 0.10, -1.36)  0.2667
H (1.26, -1.85, 1.15)  0.2794
H (-0.28, 0.78, 1.52)  0.3962
H (1.17, -2.11, -0.62)  0.3475

Values from the calculation:
Kohn-Sham gap (Eh): 0.382
Highest occupied orbital energy (eV): -10.58
ΔE to the lowest compared entry with this formula, charge and spin (kJ/mol): 244.9



Entry 2:
Here is an isolated molecule of C4H8O2 from the OMol25 dataset. Energies are from the ωB97M-V functional and the def2-TZVPD basis.

Each line ends with the Mulliken charge.
CARTESIAN COORDINATES (ANGSTROEM)
O (1.64, -0.36, -1.06)  -0.5157
O (-1.65, 1.77, -0.40)  -0.5167
C (0.27, -1.33, 0.77)  -0.6180
C (-0.21, 0.08, 0.59)  -0.2636
C (1.24, -0.32, 0.27)  -0.0520
C (-1.06, 0.51, -0.58)  -0.2902
H (-0.06, -2.05, 0.02)  0.2400
H (-1.85, -0.19, -0.87)  0.3064
H (0.92, 0.06, -1.59)  0.2399
H (1.99, 0.10, 0.94)  0.3523
H (-0.33, 0.68, 1.50)  0.3778
H (-1.01, 2.34, 0.03)  0.3037
H (0.37, -1.73, 1.77)  0.2618
H (-0.40, 0.53, -1.51)  0.1742

Values from the calculation:
Kohn-Sham gap (Eh): 0.392
Highest occupied orbital energy (eV): -9.80
SMILES string: OC[C@H]1C[C@H]1O
ΔE to the lowest compared entry with this formula, charge and spin (kJ/mol): 228.9



Entry 3:
Here is a structure of composition C21H23N5O7RuS from the OMol25 dataset. Energies are from the ωB97M-V functional and the def2-TZVPD basis.

Each line ends with the Mulliken spin population.
CARTESIAN COORDINATES (ANGSTROEM)
Ru (2.06, -0.67, 0.43)  3.8969
S (-5.40, 2.15, -1.00)  0.0000
O (-2.88, -3.73, -1.00)  0.0000
O (-6.39, 2.24, 0.03)  0.0000
O (1.26, 2.15, 3.34)  0.1121
O (1.42, -2.41, 1.33)  0.2310
O (-4.29, -2.09, -1.14)  0.0008
O (1.28, -3.63, 3.19)  0.0426
O (-5.75, 1.75, -2.34)  0.0000
N (3.57, -1.17, 2.18)  0.0859
N (-2.15, -0.28, -1.07)  0.0027
N (-0.14, -0.75, -0.30)  0.0674
N (1.87, 1.14, 1.28)  0.2027
N (-3.17, -2.56, -1.02)  0.0002
C (3.12, -2.16, 2.96)  0.0061
C (3.43, -2.51, -1.38)  0.0165
C (-0.94, 0.22, -0.73)  0.0285
C (4.96, -1.90, 4.45)  -0.0026
C (2.03, -1.01, -2.64)  0.0199
C (-4.16, 0.99, -0.43)  0.0000
C (-3.28, 0.51, -1.58)  0.0003
C (3.85, -0.12, -1.32)  -0.0176
C (-0.84, -1.92, -0.37)  -0.0014
C (3.78, -2.55, 4.11)  0.0051
C (4.69, -0.53, 2.52)  -0.0073
C (1.56, 1.64, 2.34)  0.0662
C (-5.52, 4.79, -1.56)  0.0000
C (4.18, -1.42, -0.92)  0.0679
C (2.36, -2.30, -2.24)  0.0681
C (2.76, 0.08, -2.18)  0.0488
C (5.42, -0.87, 3.65)  0.0032
C (-0.59, 1.66, -0.80)  0.0052
C (1.83, -2.81, 2.52)  0.0215
C (-2.07, -1.64, -0.86)  0.0091
C (-4.55, 3.72, -1.09)  0.0000
H (-0.95, 2.19, 0.08)  0.0013
H (3.36, -3.35, 4.70)  0.0017
H (6.33, -0.33, 3.89)  0.0008
H (-3.59, 1.46, 0.37)  -0.0001
H (-0.45, -2.87, -0.03)  0.0019
H (5.50, -2.19, 5.34)  -0.0003
H (-6.34, 4.91, -0.86)  0.0000
H (4.46, 0.72, -1.01)  0.0029
H (5.00, 0.29, 1.88)  0.0016
H (-3.72, 3.60, -1.78)  0.0000
H (-4.17, 3.93, -0.09)  0.0000
H (2.52, 1.08, -2.52)  0.0098
H (5.04, -1.59, -0.29)  0.0070
H (3.68, -3.51, -1.06)  0.0050
H (-3.86, -0.11, -2.25)  -0.0002
H (-1.02, 2.14, -1.68)  0.0023
H (-5.00, 5.75, -1.64)  0.0000
H (-4.73, 0.17, -0.01)  0.0002
H (-5.93, 4.54, -2.54)  0.0000
H (-2.87, 1.33, -2.16)  -0.0002
H (0.49, 1.78, -0.82)  -0.0134
H (1.78, -3.14, -2.60)  0.0007
H (1.19, -0.85, -3.31)  -0.0011

Values from the calculation:
Spin multiplicity: 6
Kohn-Sham gap (spin up / spin down) (Eh): 0.336 / 0.275
Highest occupied orbital energy (spin up / spin down) (eV): -12.36 / -12.85
Net charge: +1



Entry 4:
Here is a cluster of 2 separate species, C7H10Si in total from the OMol25 dataset. Energies are from the ωB97M-V functional and the def2-TZVPD basis.

Each line ends with the Mulliken charge.
CARTESIAN COORDINATES (ANGSTROEM)
Si (0.97, -0.01, 0.47)  -0.3489
C (1.86, 1.55, 0.10)  -0.8453
C (-0.83, 0.18, 0.77)  0.2177
C (-1.33, 1.43, -0.06)  -1.5064
C (1.69, -1.65, 0.42)  -0.3779
C (2.56, 2.47, -0.17)  0.6281
C (-1.57, -1.03, 0.27)  -1.2394
C (1.86, -2.87, 0.20)  0.0249
H (-0.70, 2.18, 0.29)  0.4297
H (-1.83, -0.92, -0.74)  0.3275
H (-1.22, 0.33, 1.71)  0.5016
H (0.37, -1.16, -2.88)  0.0063
H (-2.32, 1.69, 0.18)  0.4168
H (-2.67, -1.27, 0.68)  0.2953
H (3.09, 3.47, -0.15)  0.3477
H (-1.12, 1.20, -1.13)  0.3758
H (-0.92, -1.87, 0.37)  0.3321
H (2.09, -3.72, -0.30)  0.4144

Values from the calculation:
Kohn-Sham gap (spin up / spin down) (Eh): 0.362 / 0.228
Highest occupied orbital energy (spin up / spin down) (eV): -10.45 / -6.59
ΔE to the lowest compared entry with this formula, charge and spin (kJ/mol): 580.7



Entry 5:
Here is an isolated molecule of C4H12N2O from the OMol25 dataset. Energies are from the ωB97M-V functional and the def2-TZVPD basis.

Each line ends with the Mulliken charge.
CARTESIAN COORDINATES (ANGSTROEM)
O (-0.72, -0.19, 1.52)  -0.5949
N (0.78, -0.08, -0.32)  -0.0337
N (1.41, -1.27, 0.17)  -0.6785
C (-0.60, -0.05, 0.12)  1.4916
C (1.57, 1.15, 0.09)  -1.0373
C (-1.28, -1.30, -0.62)  -1.4980
C (-1.31, 1.23, -0.28)  -1.9240
H (2.60, 0.99, -0.23)  0.3360
H (1.90, -1.10, 1.05)  0.2377
H (-2.27, -1.45, -0.20)  0.4026
H (-1.02, 2.04, 0.38)  0.4089
H (1.17, 2.02, -0.43)  0.3329
H (2.10, -1.55, -0.52)  0.2152
H (1.54, 1.32, 1.17)  0.3660
H (-2.38, 1.08, -0.18)  0.4350
H (-0.39, -1.07, 1.74)  0.3860
H (-0.70, -2.21, -0.50)  0.4304
H (-1.36, -1.07, -1.68)  0.3284
H (-1.07, 1.48, -1.30)  0.3955

Values from the calculation:
Kohn-Sham gap (Eh): 0.371
Highest occupied orbital energy (eV): -9.13
SMILES string: CN(N)C(C)(C)O
ΔE to the lowest compared entry with this formula, charge and spin (kJ/mol): 172.6



Entry 6:
Here is a cluster of 6 separate species, C5H21N10O6 in total from the OMol25 dataset. Energies are from the ωB97M-V functional and the def2-TZVPD basis.

Each line ends with the Mulliken charge.
CARTESIAN COORDINATES (ANGSTROEM)
O (3.66, -5.93, 1.85)  -0.6868
O (1.60, 1.89, 6.68)  -0.6446
O (-2.13, 6.61, -1.31)  -0.6855
O (-5.49, -2.50, -3.74)  -0.6429
O (3.73, 0.47, -4.78)  -0.6992
O (-0.81, -0.63, 0.79)  -1.0943
N (-1.19, 4.94, -2.40)  -0.3654
N (-3.95, -2.88, -2.15)  -0.3387
N (1.84, 1.67, 4.45)  -0.3486
N (-1.35, 4.80, -0.27)  -0.3415
N (2.39, -4.45, 0.74)  -0.3537
N (-4.80, -0.91, -2.40)  -0.3744
N (0.00, 1.02, 5.35)  -0.3696
N (1.67, 0.04, -3.83)  -0.3322
N (2.24, -4.40, 2.80)  -0.3966
N (3.22, 0.67, -2.58)  -0.3859
C (2.83, -5.02, 1.79)  0.6737
C (-4.81, -2.15, -2.82)  0.6286
C (1.23, 1.56, 5.59)  0.6229
C (-1.56, 5.53, -1.29)  0.6752
C (2.90, 0.37, -3.83)  0.6652
H (1.33, -0.18, -2.91)  0.1883
H (-1.48, -1.07, 1.35)  0.1231
H (-0.14, 0.82, 4.37)  0.1731
H (2.70, -4.84, -0.14)  0.2043
H (1.54, -3.70, 2.63)  0.1690
H (2.60, 0.44, -1.81)  0.1587
H (1.44, 1.06, 3.75)  0.1580
H (2.76, 2.03, 4.24)  0.2020
H (-1.04, 3.84, -0.36)  0.1654
H (1.88, -3.60, 0.92)  0.1836
H (-0.65, 0.91, 6.12)  0.1994
H (-1.41, 5.16, 0.67)  0.2045
H (-1.30, 5.36, -3.31)  0.1989
H (-3.32, -2.34, -1.57)  0.1441
H (-5.31, -0.18, -2.88)  0.2090
H (-3.69, -3.84, -2.29)  0.1993
H (-0.81, 4.00, -2.32)  0.1446
H (2.41, -4.77, 3.73)  0.1979
H (-4.05, -0.69, -1.77)  0.1683
H (1.20, -0.19, -4.70)  0.2067
H (4.12, 1.08, -2.38)  0.1961

Values from the calculation:
Kohn-Sham gap (Eh): 0.233
Highest occupied orbital energy (eV): -4.23
ΔE to the lowest compared entry with this formula, charge and spin (kJ/mol): 502.8
Net charge: -1



How do the records compare in strongest force on any atom? In the order shown, they have 0.057, 0.023, 0.007, 0.123, 0.047, 0.128 hartree/bohr.